Entry from the Open Molecules 2025 dataset: a molecular structure, C13H10N4O6RuSe (wB97M-V/def2-TZVPD).

Element x y z (Å)
Ru 0.39953 -0.15391 -1.09111
O -2.73488 2.25882 -1.84614
C -2.17297 1.34540 -1.28653
O -1.35962 0.50461 -1.89569
C -2.42561 1.06598 0.19844
C -2.35171 -0.42720 0.53710
C -2.96098 -0.71263 1.90836
C -1.87599 -0.14921 2.86100
C -0.84135 0.37853 1.86961
O -0.93456 -0.60368 0.80760
C -1.35705 1.65949 1.18210
C -0.20175 2.42405 0.53886
O -0.06718 3.61575 0.72146
O 0.62553 1.68112 -0.14383
H -3.40612 1.48477 0.41775
H -2.64981 -1.10555 -0.25477
H -3.08563 -1.78636 2.03395
H -3.92978 -0.22660 2.02458
H -1.44221 -0.93801 3.47373
H -2.24219 0.63965 3.51756
H 0.18725 0.41919 2.21449
H -1.82815 2.33611 1.89196
Se 0.39325 -2.75301 -1.54953
C -1.03431 -3.28587 -0.52470
N -1.92253 -3.63750 0.12532
N 4.09731 -0.10812 -3.38787
C 3.32263 -0.19805 -2.28463
O 2.08518 0.05742 -2.42502
C 3.90992 -0.55609 -1.05065
C 3.05715 -0.63956 0.06398
N 2.26550 -0.67827 0.90856
C 5.29483 -0.82645 -0.97144
N 6.43273 -1.02217 -1.00160
H 5.09082 -0.24670 -3.33953
H 3.66277 0.18407 -4.24340

Atomic forces in eV per Å
Ru -0.02 0.07 0.09
O -0.01 -0.01 0.03
C 0.01 -0.01 -0.11
O -0.02 0.03 0.02
C -0.04 0.01 -0.03
C 0.01 0.00 0.02
C -0.01 0.01 -0.02
C 0.01 -0.01 0.00
C -0.05 0.05 -0.02
O 0.04 0.02 -0.04
C 0.01 -0.07 0.09
C 0.00 0.04 0.04
O -0.01 -0.02 -0.01
O 0.04 -0.03 -0.06
H 0.00 -0.01 0.01
H 0.00 0.01 0.00
H 0.00 0.00 0.00
H 0.00 -0.01 0.00
H 0.00 0.00 0.00
H 0.00 0.00 0.00
H 0.00 0.00 0.00
H 0.01 0.00 0.01
Se -0.05 -0.02 -0.01
C 0.10 0.04 0.03
N -0.03 -0.03 -0.05
N -0.03 -0.02 0.03
C 0.09 0.10 -0.05
O -0.07 -0.13 -0.03
C 0.08 -0.08 -0.03
C -0.06 0.03 0.12
N 0.07 -0.01 -0.04
C -0.10 0.03 0.00
N 0.02 -0.01 0.00
H 0.00 0.00 0.00
H 0.00 0.01 0.00

- spin multiplicity = 6
- largest force on an atom (Eh/bohr) = 0.003
- net charge = -1
- HOMO (alpha / beta) (eV) = -5.52 / -6.10
- orbital gap (alpha / beta) (eV) = 8.268 / 7.094
- relative energy (zero: lowest compared OMol25 entry of this formula, charge and spin) (kcal/mol) = 0.00
- LUMO level (alpha / beta) (eV) = 2.74 / 0.99